[1]
DFT (wB97M-V/def2-TZVPD) results for a structure of composition C29H44AsCoGeN4S.

Calculated values
energy relative to the best compared isomer or geometry (same formula, charge and spin): 22.7 kcal/mol
HOMO (spin up / spin down): -15.95 / -15.95 eV
LUMO energy (spin up / spin down): -8.02 / -9.80 eV

```
! RIJCOSX wB97M-V def2-TZVPD def2/J DEFGRID3
* xyz 3 4
Co -0.4057 -0.9579 0.3162
C -0.3045 0.0895 4.6102
C -0.7776 -0.0818 3.1497
N 0.2416 -0.8183 2.3483
C 1.5517 -0.1143 2.4913
C 2.0516 -0.2064 3.9489
N 0.9303 -0.7466 4.7930
C 0.6351 -2.1699 4.4137
C 0.3867 -2.2038 2.8914
H -1.0491 -0.2515 5.3253
H -0.0448 1.1191 4.8465
H -0.9329 0.8940 2.6935
H -1.7175 -0.6318 3.1045
H 1.4186 0.9192 2.1800
H 2.2719 -0.5659 1.8149
H 2.3337 0.7652 4.3476
H 2.8952 -0.8842 4.0581
H 1.2108 -0.7126 5.7748
H -0.2361 -2.4846 4.9841
H 1.4802 -2.7881 4.7071
H -0.5185 -2.7704 2.6781
H 1.2158 -2.6819 2.3709
C 5.0018 -3.1379 -2.5624
C 4.4058 -2.0200 -1.7724
C 5.1628 -1.1690 -0.9679
C 4.5076 -0.1693 -0.2793
N 3.1801 0.0116 -0.3721
C 2.5780 -0.8324 -1.1865
S 0.8248 -0.4898 -1.5558
N 3.0774 -1.8340 -1.8691
H 6.0883 -3.1138 -2.5363
H 4.6599 -3.0793 -3.5955
H 4.6600 -4.0978 -2.1693
H 6.2346 -1.2890 -0.8896
H 5.0435 0.5247 0.3577
Ge 0.7179 1.8197 -1.0839
C -1.0517 2.2078 -1.7369
C -1.4293 1.9500 -3.0590
C -2.6402 2.4233 -3.5447
C -3.4882 3.1504 -2.7160
C -3.1316 3.4002 -1.3972
C -1.9177 2.9300 -0.9068
C 2.1739 2.6464 -1.9847
C 3.0631 3.4678 -1.2925
C 4.0998 4.0839 -1.9785
C 4.2632 3.8598 -3.3402
C 3.3866 3.0295 -4.0276
C 2.3387 2.4190 -3.3522
H 0.6906 1.9427 0.4543
H -0.7714 1.4057 -3.7278
H -2.9203 2.2330 -4.5729
H -4.4167 3.5451 -3.1078
H -3.7861 3.9801 -0.7587
H -1.6355 3.1553 0.1174
H 2.9394 3.6518 -0.2312
H 4.7803 4.7396 -1.4513
H 5.0725 4.3437 -3.8705
H 3.5144 2.8618 -5.0889
H 1.6464 1.7924 -3.9041
C -3.4451 -2.1185 -2.5580
C -3.6565 -0.8646 -1.7184
As -2.8047 -0.8813 0.0262
C -3.2994 -2.6061 0.7971
C -2.3072 -3.7069 0.3968
C -3.7823 0.5197 0.9658
C -5.0347 0.0062 1.6736
H -3.9452 -1.9920 -3.5176
H -3.8758 -3.0040 -2.0908
H -2.3896 -2.3079 -2.7600
H -4.7106 -0.7092 -1.4795
H -3.2961 0.0283 -2.2258
H -4.3033 -2.8449 0.4484
H -3.3586 -2.4998 1.8810
H -2.5052 -4.0878 -0.6031
H -2.3547 -4.5516 1.0838
H -1.2591 -3.3641 0.3807
H -4.0309 1.2383 0.1844
H -3.1075 1.0281 1.6545
H -5.7180 -0.4889 0.9825
H -5.5727 0.8437 2.1161
H -4.8019 -0.6964 2.4744
*
```

***

[2]
DFT (wB97M-V/def2-TZVPD) results for a cluster of 14 separate species, C29H44Cl26N2O6 in total.

Calculated values
HOMO: -9.09 eV
LUMO energy: -1.74 eV

```
! RIJCOSX wB97M-V def2-TZVPD def2/J DEFGRID3
* xyz 0 1
C -1.5384 -3.4439 0.2102
C -2.0949 -2.3084 -0.1945
C -3.0808 -1.0202 -0.1178
C -4.4926 -1.0464 -0.3752
C -5.2259 -2.4335 -0.7819
O -6.0465 -2.9335 0.3416
O -7.1982 -3.3375 -0.2360
C -5.4029 0.2958 -0.2279
O -6.6577 0.1024 -0.4465
C -4.7645 1.6922 0.2023
N -5.4930 2.9701 0.4012
C -5.9910 3.1477 1.7861
C -6.1030 2.0072 2.9087
O -6.3261 4.3420 2.1310
C -6.5383 3.2161 -0.6263
C -6.1836 4.0467 -1.9822
O -7.7632 2.8500 -0.5194
C -3.3315 1.7303 0.4680
N -2.6020 2.9231 0.9153
C -1.6672 3.4705 -0.1220
C -0.2592 3.9035 0.5833
C -0.2947 3.8717 2.1935
C -2.4275 0.3873 0.2735
O -1.1502 0.4226 0.3863
H -0.9676 -4.4377 0.2745
H -5.9468 -2.2415 -1.6599
H -4.5013 -3.2483 -1.1157
H -7.8992 -2.6336 -0.1669
H -5.8786 2.5289 3.9257
H -7.1869 1.6120 2.9800
H -5.3174 1.1708 2.8137
H -7.0232 4.8498 -2.0574
H -5.1901 4.6101 -1.8993
H -6.2849 3.3855 -2.9172
H -3.2173 3.6394 1.3283
H -1.4780 2.6781 -0.9285
H -2.0563 4.4425 -0.6378
H -0.0055 4.9971 0.2716
H 0.6209 3.2527 0.1841
H -1.2546 4.2841 2.6677
H -0.0600 2.8292 2.6381
H 0.5675 4.5599 2.5732
C -0.2348 -1.1698 -3.7442
Cl -1.5445 -1.3138 -2.5638
Cl -0.8587 -0.7212 -5.3374
H 0.4657 -0.4012 -3.4065
H 0.2797 -2.1272 -3.8219
C -9.8541 0.0729 0.9823
Cl -9.9975 -1.3685 -0.0320
Cl -8.7677 -0.2125 2.3473
H -9.4587 0.8919 0.3808
H -10.8401 0.3369 1.3637
C 3.6269 -0.7385 -3.3224
Cl 3.0677 -2.4158 -3.2875
Cl 2.3306 0.3575 -3.8225
H 3.9646 -0.4572 -2.3254
H 4.4520 -0.6552 -4.0282
C -4.5204 -5.2639 -4.3293
Cl -3.6268 -3.9950 -3.4943
Cl -6.2501 -5.2228 -3.9425
H -4.3983 -5.1265 -5.4035
H -4.1162 -6.2319 -4.0340
C 6.8829 -1.5422 -0.9207
Cl 5.8868 -0.5724 0.1713
Cl 6.8271 -0.9173 -2.5737
H 7.9138 -1.5205 -0.5705
H 6.5136 -2.5679 -0.9184
C 8.3616 -4.5115 -3.6913
Cl 9.2017 -3.3057 -2.7076
Cl 6.6350 -4.5524 -3.3144
H 8.4886 -4.2603 -4.7440
H 8.7912 -5.4927 -3.4916
C -4.7219 -6.4298 0.0858
Cl -3.6445 -5.0273 0.1164
Cl -5.3369 -6.7736 -1.5440
H -4.1765 -7.3048 0.4389
H -5.5647 -6.2287 0.7472
C 8.9170 -1.9180 2.6154
Cl 9.9690 -1.8596 1.1946
Cl 9.8553 -1.7746 4.1054
H 8.2050 -1.0948 2.5641
H 8.3831 -2.8680 2.6228
C 2.8670 1.0387 2.6932
Cl 4.3503 1.8625 2.1921
Cl 2.1705 1.7943 4.1312
H 2.1421 1.0882 1.8806
H 3.0990 -0.0022 2.9178
C 11.4433 -0.7145 -3.3939
Cl 12.4709 -0.6790 -4.8321
Cl 12.4069 -0.5889 -1.9171
H 10.7472 0.1230 -3.4350
H 10.8908 -1.6536 -3.3766
C -3.1137 6.9393 -2.5275
Cl -3.2656 5.4955 -3.5361
Cl -2.0297 6.6518 -1.1610
H -2.7126 7.7523 -3.1321
H -4.0981 7.2126 -2.1477
C 7.0587 -1.3264 6.3609
Cl 5.7466 -1.5159 7.5301
Cl 6.4355 -0.8716 4.7706
H 7.7356 -0.5484 6.7114
H 7.5953 -2.2709 6.2740
C 6.5362 3.1731 6.1455
Cl 5.2551 3.0570 4.9331
Cl 7.7739 1.9343 5.8987
H 7.0022 4.1557 6.0755
H 6.0981 3.0423 7.1347
*
```

***

Quick rundown of F_max, same order as above: 0.4 6.9 eV/A